Record 1
The following is a quantum chemistry calculation of C40H51N2O4SSbSr as an isolated structure in a non-equilibrium geometry, from the Open Molecules 2025 dataset.

Last column: Mulliken charge in e.
Positions of all 100 atoms, in Å:
Sr (1.367, 1.500, 0.326)  1.169
C (4.014, 2.501, 2.033)  -0.822
C (4.640, 1.458, 1.075)  -0.812
N (3.784, 0.990, -0.013)  0.086
C (3.630, 1.804, -1.226)  -0.948
C (3.363, 3.329, -1.054)  -0.698
S (1.754, 4.118, -0.571)  -0.116
C (1.911, 4.487, 1.233)  -0.718
C (1.713, 3.473, 2.386)  -0.669
N (2.602, 2.299, 2.364)  0.122
H (4.640, 2.554, 2.930)  0.442
H (4.105, 3.484, 1.581)  0.263
H (5.580, 1.900, 0.712)  0.290
H (4.912, 0.570, 1.645)  0.445
H (4.012, 0.035, -0.269)  -0.177
H (4.542, 1.786, -1.836)  0.647
H (2.845, 1.330, -1.842)  0.412
H (4.125, 3.769, -0.411)  0.473
H (3.527, 3.757, -2.042)  0.591
H (2.865, 5.005, 1.331)  0.496
H (1.143, 5.250, 1.370)  0.542
H (1.855, 4.082, 3.288)  0.528
H (0.675, 3.107, 2.422)  0.126
H (2.461, 1.727, 3.187)  0.117
C (-3.249, -3.902, 1.036)  -1.690
C (-2.477, -2.966, 0.127)  1.580
C (-2.847, -3.174, -1.336)  -1.607
O (-1.087, -3.173, 0.348)  -0.529
C (-0.411, -1.928, 0.479)  -0.266
C (-1.533, -0.877, 0.498)  1.124
O (-2.741, -1.623, 0.483)  -0.513
C (-1.474, 0.084, 1.740)  1.683
O (-0.267, 0.734, 1.698)  -0.557
C (-2.577, 1.155, 1.581)  -0.425
C (-3.625, 1.382, 2.463)  -0.332
C (-4.521, 2.429, 2.263)  -0.939
C (-4.389, 3.275, 1.176)  -0.692
C (-3.337, 3.070, 0.290)  -0.924
C (-2.450, 2.029, 0.499)  0.488
C (-1.623, -0.727, 3.033)  0.075
C (-2.767, -1.455, 3.361)  -0.421
C (-2.837, -2.183, 4.541)  -1.134
C (-1.762, -2.206, 5.418)  -0.728
C (-0.617, -1.492, 5.102)  -0.706
C (-0.555, -0.761, 3.923)  -0.174
C (0.726, -1.719, -0.612)  2.734
O (0.920, -0.380, -0.848)  -0.127
C (0.385, -2.458, -1.911)  -0.796
C (0.382, -3.849, -2.010)  0.254
C (0.081, -4.475, -3.208)  -1.038
C (-0.234, -3.722, -4.334)  -0.594
C (-0.219, -2.340, -4.251)  -1.062
C (0.102, -1.717, -3.049)  0.137
C (2.106, -2.186, -0.071)  0.045
C (3.092, -2.685, -0.918)  -0.455
C (4.403, -2.856, -0.486)  -0.862
C (4.763, -2.542, 0.817)  -0.529
C (3.791, -2.047, 1.678)  -1.033
C (2.490, -1.861, 1.236)  -0.341
H (-3.096, -4.931, 0.711)  0.427
H (-4.315, -3.674, 0.990)  0.316
H (-2.898, -3.797, 2.061)  0.370
H (-2.582, -4.180, -1.659)  0.308
H (-2.323, -2.455, -1.965)  0.101
H (-3.922, -3.032, -1.457)  0.510
H (0.051, -1.915, 1.463)  0.123
H (-1.482, -0.245, -0.389)  -0.709
H (-3.747, 0.758, 3.336)  0.555
H (-5.326, 2.581, 2.973)  0.431
H (-5.088, 4.088, 1.023)  0.408
H (-3.206, 3.727, -0.563)  0.345
H (-1.632, 1.886, -0.197)  -0.312
H (-3.607, -1.461, 2.682)  0.830
H (-3.737, -2.740, 4.771)  0.432
H (-1.817, -2.777, 6.337)  0.400
H (0.233, -1.504, 5.775)  0.433
H (0.328, -0.192, 3.663)  -0.039
H (0.617, -4.447, -1.139)  0.461
H (0.084, -5.557, -3.264)  0.413
H (-0.479, -4.213, -5.268)  0.401
H (-0.450, -1.740, -5.123)  0.443
H (0.143, -0.639, -2.973)  0.357
H (2.842, -2.929, -1.942)  0.296
H (5.144, -3.246, -1.173)  0.402
H (5.779, -2.694, 1.159)  0.398
H (4.046, -1.809, 2.705)  0.462
H (1.769, -1.431, 1.922)  0.061
C (-2.997, 3.720, -4.476)  -1.250
Sb (-1.310, 3.114, -3.293)  0.538
C (-0.122, 2.446, -4.957)  -1.346
C (-2.133, 1.176, -2.891)  -0.950
H (-3.154, 2.998, -5.277)  0.351
H (-2.846, 4.710, -4.903)  0.355
H (-3.881, 3.743, -3.840)  0.361
H (-0.750, 1.879, -5.644)  0.385
H (0.678, 1.797, -4.598)  0.311
H (0.320, 3.290, -5.485)  0.409
H (-2.283, 0.642, -3.830)  0.619
H (-3.089, 1.291, -2.381)  0.551
H (-1.468, 0.593, -2.256)  -0.389

Calculated values
Calculated total energy: -71687.0063 eV
Kohn-Sham gap: 7.44 eV
E_HOMO: -7.639 eV
ΔE to the lowest compared entry with this formula, charge and spin: 0.0000 eV
LUMO: -0.2 eV

=====

Record 2
The following is a quantum chemistry calculation of a 2-piece molecular cluster, C2H6N2O2 overall in a non-equilibrium geometry, from the Open Molecules 2025 dataset.

Last column: Mulliken spin population.
Positions of all 12 atoms, in Å:
C (1.776, 0.506, -0.849)  0.563
N (1.657, -0.657, -1.679)  0.006
O (0.782, 0.961, -0.329)  0.289
H (2.825, 0.728, -0.680)  0.064
H (2.093, -1.525, -1.422)  0.010
H (0.813, -0.696, -2.387)  0.043
C (-1.629, -0.438, 1.201)  -0.005
N (-1.427, 0.910, 1.214)  0.011
O (-1.147, -1.317, 0.503)  0.021
H (-2.340, -0.692, 2.031)  -0.007
H (-2.009, 1.483, 1.787)  0.000
H (-0.950, 1.375, 0.423)  0.003

Calculated values
Spin multiplicity: 2
Calculated total energy: -9244.6283 eV
Kohn-Sham gap (spin up / spin down): 2.57 / 7.11 eV
Charge: -1
E_HOMO (spin up / spin down): 1.352 / -3.211 eV
ΔE to the lowest compared entry with this formula, charge and spin: 1.8855 eV
LUMO (spin up / spin down): 3.9 / 3.9 eV